The following is a quantum chemistry calculation of 2 unconnected molecules or ions with the total composition C4H11NO3 in a non-equilibrium geometry, from OMol25.

## Properties
frontier orbital gap (alpha / beta): 8.5686 / 6.4260 eV
HOMO (alpha / beta): -7.806 / -6.441 eV
E: -439.2493 Ha
E_LUMO (alpha / beta): 0.8 / 0.0 eV

The geometry in ORCA input format:
```
! wB97M-V def2-TZVPD RIJCOSX def2/J DEFGRID3
* xyz 0 1
C -0.45844 -1.51048 1.30872
C 2.79536 -0.23649 -0.63722
C -2.48640 0.71531 -0.64125
C 0.92138 1.08775 -0.11179
N -0.89448 -0.99757 0.01167
O 0.07284 1.76103 0.62942
O 1.88754 0.29185 0.32722
O -1.80781 0.14713 0.41298
H -1.38307 -1.86950 1.89205
H 0.14674 -2.35969 1.07752
H 0.02522 -0.69941 1.78476
H 3.55051 0.35121 -0.96488
H 2.25653 -0.61468 -1.53117
H 3.14870 -1.13740 0.00828
H -1.81848 1.10937 -1.42253
H -3.05436 1.63954 -0.41868
H -3.03625 -0.10951 -1.23714
H 0.89941 1.28180 -1.23825
H -0.76493 1.14973 0.75028
*
```